ORCA calculation (wB97M-V/def2-TZVPD) on the molecule CBr2S.

* largest force on an atom: 3.0 eV/A
* energy above the lowest of the compared OMol25 structures with the same formula, charge and spin: 1.243 eV
* Kohn-Sham gap: 8.17 eV

Last column: Löwdin charge in e.
Cartesian coordinates (Å):
C 1.043 -0.492 0.016  -1.1268
S -0.524 -0.864 -0.028  0.4014
Br -2.572 0.369 0.000  -0.0056
Br 2.053 0.986 0.012  0.7311